# 1
9
Properties=species:S:1:pos:R:3:nbo_charge:R:1 method="wB97M-V/def2-TZVPD" homo_lumo_gap_ev="8.68 / 7.61" multiplicity=3
C -0.74 -0.03 1.20 -0.66
C 0.23 -0.29 0.06 0.06
C 0.32 -0.85 -1.09 0.24
N 0.10 0.62 -0.89 -0.58
Br 2.30 -1.06 -2.19 -0.20
H -1.40 0.52 0.17 0.27
H -0.40 0.72 1.98 0.24
H -1.33 -0.84 1.65 0.23
H 0.92 1.21 -0.88 0.40

***

# 2
50
Properties=species:S:1:pos:R:3:nbo_charge:R:1 method="wB97M-V/def2-TZVPD" homo_lumo_gap_ev=9.55 multiplicity=1
C 1.28 -3.38 -7.51 -0.59
C 0.65 -4.15 -6.35 -0.43
C -0.23 -3.26 -5.55 0.15
C 0.15 -2.18 -4.71 -0.37
C -1.04 -1.69 -4.24 0.32
C -1.35 -0.57 -3.31 -0.28
N -0.70 -0.75 -2.03 -0.63
C 0.43 -0.10 -1.71 0.69
O 0.97 0.72 -2.44 -0.64
C 0.99 -0.46 -0.34 -0.52
C -0.06 -0.25 0.79 -0.13
C -0.66 -1.61 1.12 0.70
O -1.32 -2.23 0.29 -0.66
N -0.38 -2.15 2.31 -0.60
C 0.35 -1.51 3.38 -0.21
C 1.27 -0.45 2.79 -0.23
N 0.44 0.41 1.98 -0.45
C 0.96 1.75 1.77 -0.24
C 0.72 2.57 3.01 -0.13
C 1.76 3.05 3.80 0.41
F 3.03 2.77 3.43 -0.33
C 1.56 3.79 4.95 -0.28
C 0.26 4.07 5.34 -0.18
C -0.81 3.61 4.59 -0.24
C -0.58 2.86 3.44 0.00
Cl -1.92 2.30 2.53 0.03
O -2.04 -2.41 -4.75 -0.27
N -1.54 -3.38 -5.56 -0.14
H 1.92 -4.04 -8.09 0.21
H 1.87 -2.55 -7.14 0.20
H 0.50 -2.99 -8.17 0.21
H 0.05 -4.98 -6.73 0.23
H 1.44 -4.55 -5.70 0.21
H 1.13 -1.83 -4.49 0.24
H -0.98 0.37 -3.72 0.25
H -2.43 -0.51 -3.17 0.22
H -1.07 -1.44 -1.38 0.44
H 1.86 0.18 -0.16 0.24
H 1.32 -1.50 -0.37 0.23
H -0.88 0.36 0.40 0.24
H -0.81 -3.05 2.50 0.41
H -0.35 -1.04 4.08 0.20
H 0.93 -2.27 3.92 0.20
H 2.08 -0.92 2.21 0.18
H 1.71 0.14 3.60 0.22
H 2.03 1.75 1.54 0.21
H 0.43 2.20 0.93 0.23
H 2.41 4.13 5.51 0.23
H 0.08 4.65 6.23 0.22
H -1.82 3.82 4.89 0.23

***

# 3
114
Properties=species:S:1:pos:R:3:lowdin_charge:R:1 method="wB97M-V/def2-TZVPD" total_charge=-2 homo_lumo_gap_ev=5.42 multiplicity=1
Ta 0.23 -0.69 1.39 0.78
C -3.83 -5.74 -2.30 -0.19
Si -2.12 -4.99 -2.02 0.51
C -1.01 -5.57 -3.43 -0.17
C -1.48 -5.70 -0.42 -0.22
C -2.30 -3.12 -2.18 -0.27
C -3.01 -2.70 -3.30 -0.12
C -3.24 -1.35 -3.54 -0.09
C -2.73 -0.45 -2.61 -0.15
N -2.04 -0.82 -1.54 0.04
C -1.81 -2.11 -1.32 -0.69
S -0.82 -2.61 0.04 0.45
H -3.78 -6.83 -2.27 0.02
H -4.27 -5.45 -3.25 0.01
H -4.51 -5.41 -1.51 0.03
H -0.98 -6.66 -3.48 0.02
H 0.01 -5.22 -3.27 0.01
H -1.35 -5.19 -4.39 0.02
H -1.57 -6.79 -0.48 0.02
H -2.05 -5.34 0.44 0.02
H -0.44 -5.44 -0.24 0.01
H -3.40 -3.43 -4.00 0.09
H -3.79 -1.01 -4.40 0.09
H -2.89 0.61 -2.72 0.10
Te 1.30 -2.70 2.72 -0.04
C 0.87 0.64 3.16 -0.35
C 1.54 1.96 3.23 -0.30
C 0.85 3.11 3.62 -0.08
C 1.47 4.34 3.77 -0.13
C 2.83 4.47 3.54 -0.14
C 3.54 3.34 3.16 -0.11
C 2.92 2.12 3.00 -0.05
H -0.12 0.77 3.61 0.01
H 1.42 -0.04 3.82 -0.03
H -0.20 3.01 3.85 0.09
H 0.88 5.20 4.07 0.09
H 3.32 5.42 3.65 0.08
H 4.61 3.41 2.97 0.09
H 3.49 1.25 2.72 0.10
C 1.28 4.01 0.10 -0.20
Ge -0.44 3.06 0.15 0.79
C -1.45 3.45 -1.52 -0.22
C -1.61 3.87 1.53 -0.22
C -0.31 1.15 0.31 -0.55
H 1.46 4.45 -0.87 0.00
H 2.12 3.35 0.34 0.01
H 1.27 4.79 0.85 0.00
H -1.45 4.52 -1.74 0.01
H -2.48 3.13 -1.37 0.00
H -1.05 2.91 -2.37 -0.01
H -1.13 4.73 1.99 0.00
H -1.83 3.15 2.31 -0.02
H -2.55 4.19 1.08 0.01
H -1.34 0.82 0.07 -0.01
Ge -2.16 -1.03 2.52 0.73
C -3.67 -0.49 1.34 -0.35
C -4.52 -1.46 0.81 -0.14
C -5.52 -1.14 -0.10 -0.11
C -5.70 0.17 -0.50 -0.13
C -4.87 1.16 0.01 -0.11
C -3.87 0.83 0.91 -0.14
C -2.49 -0.11 4.26 -0.36
C -2.12 -0.77 5.43 -0.13
C -2.25 -0.16 6.67 -0.11
C -2.77 1.12 6.77 -0.13
C -3.14 1.79 5.62 -0.11
C -3.00 1.18 4.38 -0.13
H -2.58 -2.48 2.87 -0.04
H -4.38 -2.49 1.11 0.08
H -6.14 -1.93 -0.51 0.09
H -6.47 0.42 -1.22 0.09
H -4.99 2.19 -0.30 0.09
H -3.21 1.61 1.27 0.06
H -1.69 -1.76 5.37 0.09
H -1.94 -0.70 7.57 0.09
H -2.87 1.60 7.74 0.08
H -3.54 2.80 5.68 0.09
H -3.30 1.73 3.50 0.07
C 0.56 0.29 -0.57 -0.55
Ge 2.35 0.30 -1.27 0.96
C 2.42 -1.38 -2.29 -0.24
C 1.34 -1.71 -3.11 -0.10
C 1.33 -2.88 -3.86 -0.10
C 2.41 -3.75 -3.80 -0.12
C 3.50 -3.43 -3.00 -0.10
C 3.50 -2.26 -2.26 -0.10
C 2.76 1.63 -2.68 -0.25
C 1.81 2.56 -3.10 -0.11
C 2.07 3.43 -4.15 -0.10
C 3.28 3.38 -4.81 -0.12
C 4.24 2.46 -4.42 -0.11
C 3.97 1.59 -3.37 -0.12
C 3.93 0.30 -0.10 -0.27
C 4.21 -0.80 0.71 -0.15
C 5.35 -0.82 1.51 -0.09
C 6.24 0.24 1.49 -0.11
C 5.97 1.34 0.67 -0.11
C 4.82 1.37 -0.10 -0.12
H 0.01 -0.21 -1.38 -0.02
H 0.47 -1.06 -3.17 0.09
H 0.47 -3.13 -4.47 0.09
H 2.41 -4.67 -4.37 0.09
H 4.34 -4.11 -2.94 0.09
H 4.35 -2.04 -1.62 0.09
H 0.86 2.60 -2.59 0.06
H 1.31 4.15 -4.45 0.10
H 3.49 4.06 -5.63 0.09
H 5.19 2.41 -4.93 0.09
H 4.73 0.87 -3.08 0.10
H 3.53 -1.63 0.76 0.03
H 5.53 -1.67 2.15 0.10
H 7.12 0.23 2.11 0.09
H 6.65 2.18 0.66 0.09
H 4.63 2.23 -0.72 0.09